# 1
8 unconnected molecules or ions with the total composition C20H56O8 in a non-equilibrium geometry, computed with wB97M-V/def2-TZVPD.

```
84
Properties=species:S:1:pos:R:3:lowdin_charge:R:1
C 1.08197 3.95711 -6.81124 -0.08
C 1.51249 5.17916 -5.98211 -0.34
O 2.46624 5.92440 -6.72226 -0.08
H 1.97696 3.40882 -7.10529 0.07
H 0.63325 4.27997 -7.75066 0.07
H 0.36868 3.36004 -6.24306 0.07
H 1.91299 4.84407 -5.02533 0.10
H 0.69483 5.78724 -5.59511 0.10
H 3.03477 6.41286 -6.12244 0.08
C 5.36199 -6.61613 -1.09430 -0.10
C 5.17024 -6.27422 0.37936 -0.31
O 5.67175 -4.93826 0.59957 -0.08
H 6.41203 -6.47014 -1.34767 0.07
H 4.74969 -6.05114 -1.79713 0.07
H 5.07117 -7.63850 -1.33575 0.07
H 5.67372 -7.00282 1.01479 0.10
H 4.11450 -6.42295 0.60606 0.10
H 6.58073 -5.04731 0.88846 0.08
C -2.50467 4.84250 10.95087 -0.07
C -1.70108 3.92665 10.01164 -0.34
O -1.90968 2.53972 10.19907 -0.09
H -2.15852 4.74659 11.97998 0.07
H -3.54785 4.52991 10.90448 0.07
H -2.40877 5.86282 10.57956 0.07
H -0.61681 4.02516 10.06410 0.10
H -1.91004 4.13918 8.96318 0.10
H -1.62229 2.05907 9.41933 0.08
C 4.10173 8.71753 3.24355 -0.12
C 3.23194 9.69563 2.48791 -0.30
O 3.46952 10.92765 3.19178 -0.10
H 4.04727 7.71123 2.82822 0.07
H 3.70105 8.69741 4.25704 0.08
H 5.16852 8.94042 3.22464 0.07
H 2.19016 9.37517 2.49761 0.11
H 3.65238 9.75827 1.48420 0.10
H 4.24024 11.39500 2.86139 0.08
C -7.38910 -4.38899 -3.10912 -0.05
C -6.92649 -2.91836 -3.11167 -0.50
C -6.46191 -2.42961 -4.44488 -0.08
O -8.07331 -2.12725 -2.93322 -0.08
H -8.20091 -4.62650 -3.79662 0.08
H -7.62503 -4.73884 -2.10411 0.08
H -6.50789 -4.93988 -3.43788 0.07
H -6.27669 -2.71296 -2.26099 0.14
H -6.25562 -1.36219 -4.52350 0.09
H -7.04560 -2.84032 -5.26872 0.09
H -5.47842 -2.89524 -4.50840 0.07
H -8.70678 -2.44121 -3.58264 0.08
C 0.43030 0.53549 -0.13606 -0.07
C 1.15152 1.06654 1.05005 -0.50
C 0.17257 1.99600 1.76258 -0.08
O 1.43053 0.03767 1.99254 -0.05
H 1.14404 0.08393 -0.82510 0.08
H -0.16895 1.33679 -0.56840 0.08
H -0.23732 -0.29742 0.08448 0.09
H 2.02899 1.67877 0.84191 0.14
H -0.29769 2.76893 1.15468 0.08
H 0.62201 2.51540 2.60893 0.07
H -0.65820 1.48424 2.24840 0.08
H 1.99189 -0.57647 1.51368 0.09
C 3.37584 -2.52031 -9.44755 -0.05
C 2.73795 -3.65331 -8.59830 -0.51
C 1.68048 -3.31641 -7.54153 -0.05
O 2.12451 -4.51502 -9.47900 -0.05
H 4.14556 -2.91437 -10.11114 0.07
H 3.96448 -1.77852 -8.90778 0.07
H 2.61453 -2.00766 -10.03551 0.07
H 3.58291 -4.17680 -8.15097 0.13
H 2.19612 -3.35624 -6.58204 0.07
H 0.89925 -4.07129 -7.45237 0.08
H 1.28829 -2.31582 -7.72350 0.08
H 1.27835 -4.12050 -9.70255 0.09
C -2.62962 -4.36192 7.50496 -0.04
C -2.09815 -3.73151 6.25716 -0.61
C -3.17193 -3.32725 5.28002 -0.06
O -1.41545 -2.61692 6.49288 -0.01
H -3.19815 -3.59435 8.03004 0.09
H -1.82524 -4.78039 8.10991 0.08
H -3.35486 -5.12816 7.23109 0.08
H -1.47869 -4.47799 5.76001 0.13
H -3.99903 -2.82672 5.78348 0.08
H -3.44752 -4.22190 4.72169 0.08
H -2.92937 -2.60872 4.49709 0.08
H -0.91342 -2.36877 5.71314 0.11
```

Summary:
**Maximum force**: 4.75 eV Å⁻¹
**Charge**: 0
**SMILES**: CC(C)O.CC(C)O.CC(C)O.CC(C)O.CCO.CCO.CCO.CCO
**Energy above the lowest of the compared OMol25 structures with the same formula, charge and spin**: 77.2 kcal per mole

# 2
8 unconnected molecules or ions with the total composition C20H57N4O14 in a non-equilibrium geometry, computed with wB97M-V/def2-TZVPD.

```
95
Properties=species:S:1:pos:R:3:lowdin_charge:R:1
N 1.40566 0.76643 -0.57334 -0.74
O 1.70220 1.88456 -0.98232 -0.10
O 0.76259 -0.01398 -1.18720 -0.05
O 1.85890 0.42115 0.52537 -0.11
C -0.93004 6.73977 0.69023 -0.22
C -1.38893 5.99724 1.96167 -0.25
O -1.49991 4.63128 1.62825 -0.05
O 0.53988 6.73809 0.43662 -0.08
H -1.35262 7.74425 0.66729 0.10
H -1.49952 6.41945 -0.18223 0.11
H -2.23246 6.57219 2.34373 0.11
H -0.56229 6.21525 2.63786 0.11
H -0.68271 4.23566 1.31635 0.09
H 0.90345 5.85976 0.30265 0.07
C 6.67412 1.57337 -4.50494 -0.30
C 6.73545 0.26689 -3.78141 -0.23
O 6.38286 0.40055 -2.38926 -0.07
O 7.70390 2.42862 -4.10586 -0.04
H 5.73943 2.11105 -4.34569 0.12
H 6.70503 1.27987 -5.55423 0.11
H 7.76752 -0.06527 -3.89371 0.12
H 6.09206 -0.50170 -4.20969 0.12
H 5.69234 1.04965 -2.23611 0.08
H 7.31617 3.29889 -4.22375 0.08
C -1.09384 -0.61917 -6.94747 -0.25
C -2.12653 -1.36368 -7.80938 -0.23
O -3.20444 -0.45968 -8.02768 -0.07
O 0.05863 -1.35598 -6.54143 -0.07
H -1.48304 -0.16145 -6.03801 0.12
H -0.74556 0.27601 -7.46270 0.11
H -2.51430 -2.28562 -7.37606 0.12
H -1.63689 -1.60110 -8.75382 0.11
H -2.78368 0.20904 -8.57299 0.08
H 0.26979 -1.01961 -5.66744 0.09
C 4.53381 -6.19280 -2.04446 -0.23
C 3.56948 -5.27303 -1.28267 -0.24
O 4.15456 -4.58637 -0.16809 -0.09
O 3.59406 -6.90367 -2.81604 -0.08
H 5.01774 -6.80039 -1.27977 0.12
H 5.21702 -5.63231 -2.68257 0.12
H 2.86697 -5.92687 -0.76588 0.11
H 2.97206 -4.56316 -1.85476 0.13
H 3.67675 -3.80428 0.11763 0.09
H 3.68494 -7.85879 -2.78306 0.08
C -3.36376 -6.90296 0.16040 -0.07
C -3.62508 -5.41831 0.04839 -0.47
C -3.30479 -4.62049 1.30193 -0.24
O -3.90895 -5.14501 2.45348 -0.18
C -4.00481 -4.08085 3.43030 -0.10
N -2.92952 -4.90025 -1.10727 0.04
H -3.48215 -7.41524 -0.79440 0.08
H -4.05565 -7.19740 0.94951 0.08
H -2.31208 -7.06200 0.39869 0.08
H -4.70918 -5.33739 -0.03083 0.14
H -3.71976 -3.62887 1.12141 0.12
H -2.23468 -4.52078 1.48365 0.13
H -4.43015 -4.41901 4.37520 0.08
H -4.54918 -3.21082 3.06314 0.08
H -3.03655 -3.63955 3.66655 0.08
H -2.87674 -3.89188 -1.08497 0.07
H -1.95742 -5.17135 -1.14783 0.07
C -9.79243 2.22281 1.41293 -0.07
C -8.32949 1.87072 1.77644 -0.38
C -7.62131 1.06609 0.63362 -0.25
O -7.47604 1.80529 -0.53088 -0.20
C -6.66447 1.12596 -1.49573 -0.08
N -7.58276 3.10028 2.18379 0.04
H -10.15139 3.05029 2.02492 0.07
H -10.40036 1.34767 1.64238 0.06
H -10.13027 2.49203 0.41219 0.07
H -8.38948 1.09675 2.54160 0.12
H -8.16972 0.14795 0.42300 0.12
H -6.63391 0.79822 1.00964 0.12
H -6.58228 1.59914 -2.47422 0.09
H -7.13462 0.16380 -1.69895 0.08
H -5.78126 0.81338 -0.93863 0.09
H -7.26169 3.39580 1.27293 0.06
H -6.69698 2.99358 2.65718 0.06
C 6.59637 2.39172 7.33941 -0.06
C 5.51355 2.56899 6.15937 -0.36
C 5.94076 3.47261 4.90400 -0.22
O 6.98137 2.83675 4.22260 -0.18
C 7.22626 3.51941 2.99663 -0.10
N 5.31422 1.19349 5.63103 0.02
H 6.89414 3.39919 7.62998 0.05
H 7.51297 2.00197 6.89663 0.07
H 6.19335 1.94320 8.24743 0.06
H 4.62011 2.91820 6.67700 0.11
H 6.17506 4.46986 5.27641 0.11
H 5.07682 3.55084 4.24400 0.11
H 6.29593 3.49302 2.42928 0.09
H 7.97704 3.02117 2.38329 0.08
H 7.71138 4.49176 3.08201 0.08
H 4.70372 1.28354 4.83148 0.07
H 4.70489 0.78695 6.32640 0.06
```

Summary:
**Maximum force**: 4.87 eV Å⁻¹
**Charge**: -1
**Energy above the lowest of the compared OMol25 structures with the same formula, charge and spin**: 139.7 kcal per mole

The highest charge belongs to which entry?
C20H56O8

Among the records above, which one has the highest energy above the lowest of the compared OMol25 structures with the same formula, charge and spin?
C20H57N4O14